ORCA calculation (ωB97M-V with the def2-TZVPD basis set) on a single C4H4N2S molecule at a distorted geometry.

The energy above the lowest of the compared OMol25 structures with the same formula, charge and spin is 24.0 kcal/mol. As for the frontier orbital gap: 9.213 eV. The HOMO energy comes out at -9.21 eV. The value obtained for the lowest unoccupied orbital energy is 0.006 eV. The SMILES is Sc1cnccn1.

Structure (ORCA input):
```
! RIJCOSX wB97M-V def2-TZVPD def2/J DEFGRID3
* xyz 0 1
C -0.125 0.774 0.543
C -0.956 -0.316 0.348
C 0.597 -1.208 -0.994
C 1.405 -0.170 -0.764
H -1.987 1.564 1.865
H -1.854 -0.410 0.970
H 0.862 -2.063 -1.612
H 2.435 -0.098 -1.300
N -0.669 -1.265 -0.507
N 1.101 0.942 -0.031
S -0.809 2.250 1.481
*
```



ORCA calculation (ωB97M-V with the def2-TZVPD basis set) on a single C4H4N4 molecule at a distorted geometry.

The energy above the lowest of the compared OMol25 structures with the same formula, charge and spin is 26.1 kcal/mol. As for the frontier orbital gap: 10.365 eV. The HOMO energy comes out at -9.73 eV. The value obtained for the lowest unoccupied orbital energy is 0.630 eV. The SMILES is [H]/N=C1/NC=N[C@@H]1C#N.

Structure (ORCA input):
```
! RIJCOSX wB97M-V def2-TZVPD def2/J DEFGRID3
* xyz 0 1
C -0.929 0.084 -0.436
C 0.981 -0.220 -1.554
C 0.457 0.603 0.382
C 0.452 -0.029 1.652
H -2.510 0.197 0.845
H -0.846 -0.557 -2.444
H 1.497 -0.650 -2.409
H 0.211 1.601 0.406
N -2.128 0.021 -0.064
N -0.406 -0.174 -1.667
N 1.557 0.246 -0.484
N 0.389 -0.552 2.692
*
```



ORCA calculation (ωB97M-V with the def2-TZVPD basis set) on a molecular structure, C4H4N4 at a distorted geometry.

The energy above the lowest of the compared OMol25 structures with the same formula, charge and spin is 121.7 kcal/mol. As for the frontier orbital gap: 9.195 eV. The HOMO energy comes out at -8.53 eV. The value obtained for the lowest unoccupied orbital energy is 0.663 eV.

Structure (ORCA input):
```
! RIJCOSX wB97M-V def2-TZVPD def2/J DEFGRID3
* xyz 0 1
C 1.760 -0.258 0.032
C 0.962 1.051 -0.147
C -0.298 0.697 -0.084
C 0.819 -1.225 -0.157
H 2.796 -0.551 0.456
H 1.405 2.127 0.516
H -2.061 1.902 -0.523
H 0.743 -2.421 0.043
N -1.622 0.934 -0.003
N -2.432 -0.256 0.080
N -1.629 -1.283 0.042
N -0.444 -0.717 -0.254
*
```



ORCA calculation (ωB97M-V with the def2-TZVPD basis set) on a single C4H4N4O2S molecule at a distorted geometry.

The energy above the lowest of the compared OMol25 structures with the same formula, charge and spin is 34.4 kcal/mol. As for the frontier orbital gap: 10.710 eV. The HOMO energy comes out at -10.50 eV. The value obtained for the lowest unoccupied orbital energy is 0.207 eV. The SMILES is N#Cc1c[nH]nc1S(N)(=O)=O.

Structure (ORCA input):
```
! RIJCOSX wB97M-V def2-TZVPD def2/J DEFGRID3
* xyz 0 1
C -0.874 -1.682 0.097
C -1.751 0.591 0.781
C -0.765 -0.370 0.498
C 0.428 0.508 0.574
N -0.868 -2.806 -0.211
N 0.088 1.705 0.871
N -1.213 1.805 0.973
N 1.840 -1.524 0.166
O 2.692 0.737 -0.750
O 2.741 0.307 1.618
S 2.028 0.126 0.401
H -2.808 0.609 0.639
H -1.657 2.622 1.327
H 1.686 -1.873 -0.784
H 2.651 -1.796 0.491
*
```